# 1
{"formula": "C26H12F17NO2SeW", "method": "ωB97M-V/def2-TZVPD", "elements": ["W", "C", "C", "C", "C", "C", "N", "C", "C", "C", "C", "C", "C", "C", "C", "O", "C", "F", "F", "F", "C", "F", "F", "F", "C", "C", "C", "O", "C", "F", "F", "F", "C", "F", "F", "F", "H", "H", "H", "H", "H", "H", "H", "H", "H", "H", "H", "H", "F", "C", "C", "F", "C", "F", "C", "Se", "C", "F", "C", "F"], "xyz": [[1.343, -0.652, 0.453], [-3.027, 4.200, 3.217], [-2.351, 3.106, 2.454], [-3.022, 2.403, 1.452], [-2.383, 1.424, 0.727], [-1.044, 1.111, 0.983], [-0.432, 0.055, 0.311], [-1.056, -0.720, -0.726], [-1.490, -0.096, -1.897], [-2.118, -0.835, -2.874], [-2.320, -2.208, -2.708], [-2.994, -3.015, -3.772], [-1.846, -2.824, -1.547], [-1.191, -2.113, -0.555], [-0.601, -2.785, 0.689], [0.762, -2.348, 0.839], [-0.431, -4.326, 0.555], [0.273, -4.590, -0.549], [-1.609, -4.936, 0.475], [0.238, -4.790, 1.598], [-1.416, -2.422, 2.000], [-2.494, -1.700, 1.677], [-1.816, -3.488, 2.659], [-0.659, -1.676, 2.813], [-0.348, 1.796, 2.012], [-1.019, 2.776, 2.721], [1.111, 1.504, 2.334], [1.448, 0.131, 2.097], [2.051, 2.297, 1.389], [1.686, 3.526, 1.173], [3.318, 2.223, 1.698], [1.931, 1.614, 0.130], [1.511, 1.756, 3.823], [0.585, 1.259, 4.628], [2.669, 1.169, 4.079], [1.637, 3.067, 4.032], [-4.099, 4.025, 3.291], [-2.885, 5.152, 2.699], [-2.614, 4.304, 4.218], [-4.063, 2.619, 1.253], [-2.930, 0.860, -0.015], [-1.346, 0.971, -2.014], [-2.467, -0.347, -3.775], [-3.800, -2.451, -4.239], [-3.397, -3.944, -3.375], [-2.277, -3.270, -4.556], [-1.999, -3.888, -1.443], [-0.515, 3.323, 3.504], [4.109, 1.466, -5.284], [4.039, 0.877, -4.114], [2.794, 0.648, -3.534], [1.672, 1.008, -4.133], [2.790, 0.031, -2.310], [1.539, -0.216, -1.701], [3.902, -0.367, -1.613], [3.707, -1.269, 0.044], [5.132, -0.132, -2.213], [6.244, -0.494, -1.605], [5.202, 0.488, -3.456], [6.368, 0.711, -4.014]], "atomic_forces_ev_per_a": [[0.51, -0.24, -0.20], [0.01, -0.04, 0.00], [-0.08, 0.07, 0.02], [-0.02, -0.07, -0.08], [-0.21, 0.08, -0.01], [0.24, -0.36, -0.18], [-0.62, 0.50, 0.19], [0.01, -0.01, 0.02], [-0.01, 0.02, 0.01], [0.00, -0.02, 0.00], [0.00, 0.01, 0.00], [0.00, 0.00, 0.00], [0.00, 0.02, -0.02], [0.03, -0.02, 0.04], [0.02, 0.01, -0.01], [-0.11, -0.08, 0.07], [-0.01, 0.00, -0.01], [-0.03, 0.00, -0.01], [0.01, -0.01, -0.02], [0.01, 0.00, 0.01], [0.04, -0.01, -0.01], [-0.04, 0.02, -0.02], [0.00, -0.03, 0.02], [0.00, 0.03, -0.02], [0.04, 0.15, 0.16], [0.14, -0.09, -0.05], [0.02, -0.10, -0.03], [-0.04, 0.19, 0.16], [0.04, -0.04, -0.04], [-0.01, 0.03, 0.00], [-0.01, 0.02, 0.01], [-0.07, 0.03, 0.02], [0.03, -0.06, -0.02], [-0.01, 0.00, 0.03], [-0.03, 0.01, 0.00], [0.00, 0.03, 0.00], [0.00, 0.00, 0.00], [0.00, 0.01, -0.01], [0.01, 0.00, 0.00], [0.00, 0.00, 0.00], [0.00, 0.01, 0.00], [0.00, 0.00, 0.00], [0.00, 0.00, 0.00], [0.00, 0.00, 0.00], [0.00, 0.00, 0.00], [0.00, 0.00, 0.00], [0.00, -0.01, 0.00], [0.00, 0.00, 0.00], [0.01, 0.01, -0.02], [0.00, -0.01, 0.02], [0.01, 0.00, 0.00], [-0.01, 0.00, 0.00], [-0.07, 0.01, -0.02], [0.00, 0.05, -0.04], [0.09, 0.00, 0.02], [0.11, -0.09, 0.01], [0.00, 0.00, 0.00], [0.00, 0.00, 0.00], [-0.03, 0.00, 0.00], [0.01, 0.01, -0.01]], "lowdin_charge": [1.71, 0.00, -0.19, 0.03, 0.04, -0.16, -0.06, -0.25, 0.00, 0.02, -0.20, -0.01, 0.07, -0.07, -0.18, -0.25, -0.59, 0.19, 0.20, 0.22, -0.54, 0.18, 0.22, 0.17, -0.04, 0.06, -0.21, -0.21, -0.50, 0.26, 0.24, 0.01, -0.58, 0.22, 0.21, 0.20, 0.10, 0.11, 0.10, 0.14, 0.13, 0.14, 0.14, 0.10, 0.10, 0.11, 0.13, 0.14, 0.19, -0.11, -0.13, 0.16, -0.19, -0.08, -0.46, 0.97, -0.22, 0.14, -0.11, 0.19], "e_above_lowest_kj_mol": 32.67, "charge": 2, "orbital_gap_ev": [6.430, 5.825], "homo_energy_ha": [-0.5549, -0.5515]}

# 2
{"formula": "C26H16BaBrCl5N3O3", "method": "ωB97M-V/def2-TZVPD", "elements": ["Ba", "C", "O", "C", "C", "C", "Br", "C", "C", "C", "O", "C", "N", "C", "C", "C", "C", "C", "C", "N", "H", "H", "H", "H", "H", "H", "H", "H", "H", "H", "H", "Cl", "C", "C", "Cl", "C", "Cl", "C", "O", "C", "Cl", "C", "Cl", "N", "C", "C", "C", "C", "C", "C", "H", "H", "H", "H", "H"], "xyz": [[0.502, -1.007, 1.170], [-2.910, 0.072, -1.675], [-2.358, 0.664, -0.510], [-3.096, 1.618, 0.110], [-4.310, 2.097, -0.354], [-4.981, 3.069, 0.385], [-6.650, 3.699, -0.262], [-4.467, 3.583, 1.544], [-3.227, 3.115, 2.005], [-2.558, 2.120, 1.307], [-1.353, 1.594, 1.691], [-2.672, 3.759, 3.202], [-3.392, 4.409, 4.081], [-2.481, 4.908, 4.991], [-2.693, 5.674, 6.137], [-1.590, 6.044, 6.879], [-0.293, 5.660, 6.503], [-0.064, 4.896, 5.375], [-1.180, 4.534, 4.629], [-1.329, 3.785, 3.484], [-3.877, -0.388, -1.458], [-2.206, -0.697, -1.980], [-3.017, 0.812, -2.473], [-4.744, 1.723, -1.267], [-4.980, 4.347, 2.109], [-1.297, 1.431, 2.656], [-3.696, 5.961, 6.424], [-1.721, 6.638, 7.775], [0.545, 5.965, 7.116], [0.934, 4.588, 5.091], [-0.599, 3.454, 2.873], [3.777, -5.843, -1.412], [3.888, -4.132, -1.153], [3.138, -3.320, -2.128], [2.938, -4.043, -3.697], [2.703, -2.062, -1.952], [2.081, -1.133, -3.274], [3.367, -1.549, 0.505], [2.682, -1.627, 1.584], [4.744, -2.228, 0.262], [5.695, -1.983, 1.739], [4.660, -3.681, -0.142], [5.551, -4.829, 0.786], [2.666, -1.332, -0.780], [3.765, -0.410, -0.467], [3.661, 1.040, -0.427], [4.799, 1.743, -0.357], [6.105, 1.087, -0.372], [6.263, -0.227, -0.560], [5.089, -1.115, -0.795], [2.686, 1.510, -0.421], [4.768, 2.822, -0.283], [6.982, 1.710, -0.247], [7.256, -0.657, -0.598], [5.139, -1.540, -1.806]], "atomic_forces_ev_per_a": [[-1.81, 0.52, 0.09], [0.01, 0.01, 0.01], [-0.05, 0.03, 0.07], [0.00, -0.06, 0.00], [0.00, 0.00, 0.00], [0.08, -0.08, -0.04], [-0.05, 0.02, -0.02], [0.04, -0.05, 0.00], [-0.02, 0.04, -0.10], [-0.07, 0.00, -0.01], [0.22, -0.04, -0.01], [0.02, 0.00, 0.11], [0.04, -0.06, -0.10], [0.03, 0.00, 0.04], [0.01, -0.01, -0.02], [-0.01, 0.00, 0.01], [0.04, 0.00, 0.01], [0.02, 0.02, -0.01], [0.03, 0.00, 0.07], [-0.12, 0.13, -0.07], [0.00, 0.00, -0.01], [0.00, 0.01, -0.01], [-0.01, -0.01, -0.01], [-0.01, 0.00, -0.01], [0.01, 0.01, 0.02], [-0.13, -0.06, -0.03], [-0.01, 0.00, 0.00], [-0.01, 0.00, 0.00], [0.01, 0.00, 0.00], [0.01, 0.00, 0.00], [0.02, -0.08, 0.06], [-0.05, -0.07, 0.02], [-0.02, 0.09, 0.09], [0.06, -0.03, -0.06], [0.03, 0.04, -0.04], [-0.01, -0.02, 0.05], [0.01, 0.04, -0.03], [0.51, 0.05, -0.11], [1.00, -0.34, 0.45], [-0.07, -0.12, -0.02], [0.02, 0.03, 0.03], [0.02, -0.01, -0.12], [0.01, -0.05, 0.05], [0.06, -0.03, -0.25], [0.24, -0.06, 0.05], [0.08, 0.09, -0.06], [-0.18, 0.05, -0.01], [0.11, -0.11, -0.02], [0.03, 0.11, 0.02], [-0.14, 0.04, -0.14], [0.01, 0.00, 0.03], [-0.02, 0.00, 0.00], [0.01, 0.00, 0.00], [0.00, -0.03, 0.00], [0.01, 0.00, 0.01]], "lowdin_charge": [0.95, -0.09, -0.15, -0.22, -0.06, -0.68, 0.72, -0.08, -0.08, -0.21, -0.11, -0.27, 0.17, -0.23, -0.03, -0.11, -0.11, -0.03, -0.19, 0.17, 0.10, 0.07, 0.09, 0.09, 0.10, 0.05, 0.11, 0.09, 0.09, 0.10, 0.14, 0.64, -0.69, -0.68, 0.63, -0.75, 0.68, -0.63, -0.50, -0.62, 0.73, -0.64, 0.66, -0.06, -0.27, -0.01, -0.09, -0.09, -0.09, -0.18, 0.08, 0.09, 0.10, 0.11, 0.15], "e_above_lowest_kj_mol": 543.77, "charge": -1, "orbital_gap_ev": 3.155, "homo_energy_ha": -0.0375}

# 3
{"formula": "C26H16F3N14O2SV", "method": "ωB97M-V/def2-TZVPD", "elements": ["V", "O", "C", "N", "C", "C", "C", "C", "C", "C", "N", "C", "O", "C", "C", "C", "C", "C", "N", "C", "C", "C", "C", "C", "N", "H", "H", "H", "H", "H", "H", "H", "H", "H", "H", "H", "H", "N", "C", "N", "N", "N", "N", "C", "N", "N", "N", "N", "H", "F", "C", "F", "F", "C", "C", "C", "C", "N", "C", "S", "H", "H", "H"], "xyz": [[-0.439, 0.125, 0.163], [1.239, -1.416, 3.505], [0.389, -1.370, 2.639], [-0.070, -0.202, 2.051], [-0.136, 0.929, 2.851], [0.419, 1.138, 4.113], [0.154, 2.326, 4.778], [-0.657, 3.298, 4.211], [-1.235, 3.093, 2.969], [-0.981, 1.904, 2.295], [-1.452, 1.506, 1.050], [-2.564, 2.048, 0.493], [-3.382, 2.794, 1.002], [-2.665, 1.619, -0.927], [-3.672, 2.069, -1.763], [-3.632, 1.710, -3.095], [-2.580, 0.914, -3.529], [-1.636, 0.482, -2.620], [-1.666, 0.832, -1.330], [-0.306, -2.666, 2.295], [0.403, -3.858, 2.227], [-0.302, -5.034, 2.038], [-1.683, -4.982, 1.967], [-2.304, -3.746, 2.080], [-1.637, -2.610, 2.237], [1.064, 0.390, 4.542], [0.587, 2.494, 5.756], [-0.839, 4.227, 4.737], [-1.879, 3.834, 2.523], [-4.453, 2.678, -1.329], [-4.399, 2.034, -3.786], [-2.500, 0.610, -4.562], [-0.828, -0.160, -2.927], [1.482, -3.846, 2.306], [0.215, -5.982, 1.953], [-2.277, -5.874, 1.822], [-3.382, -3.657, 2.022], [0.908, -2.804, -1.254], [1.739, -1.939, -0.596], [3.043, -2.077, -0.498], [3.438, -1.002, 0.215], [2.437, -0.264, 0.522], [1.310, -0.821, 0.016], [-0.430, -2.584, -1.269], [-1.326, -3.368, -1.842], [-2.504, -2.754, -1.624], [-2.340, -1.666, -0.972], [-1.014, -1.506, -0.712], [1.280, -3.638, -1.671], [4.107, 4.378, -2.428], [3.499, 3.572, -1.508], [4.437, 3.314, -0.574], [2.558, 4.326, -0.929], [2.986, 2.328, -2.171], [3.735, 1.825, -3.220], [3.311, 0.695, -3.896], [2.124, 0.121, -3.481], [1.400, 0.577, -2.469], [1.811, 1.651, -1.770], [0.840, 2.128, -0.421], [4.654, 2.325, -3.497], [3.877, 0.287, -4.721], [1.724, -0.755, -3.986]], "atomic_forces_ev_per_a": [[1.39, 0.24, -0.10], [0.10, -0.17, -0.13], [0.20, -0.01, 0.06], [-0.21, -0.30, 0.45], [-0.39, 0.48, 0.42], [0.10, 0.05, 0.00], [-0.06, 0.00, 0.01], [0.01, 0.07, 0.03], [-0.09, -0.03, -0.18], [0.19, -0.01, 0.75], [-0.55, 0.69, 0.45], [-0.11, 0.15, 0.06], [0.08, -0.01, -0.05], [-0.01, 0.11, -0.24], [-0.01, -0.03, 0.13], [0.12, -0.09, 0.03], [-0.11, 0.09, -0.02], [0.03, -0.08, -0.12], [-1.05, 0.77, -0.89], [-0.34, 0.06, -0.02], [0.18, 0.03, -0.15], [0.03, 0.01, 0.02], [-0.11, 0.07, -0.01], [0.05, -0.06, -0.10], [0.07, 0.16, -0.18], [-0.02, 0.11, 0.03], [0.05, -0.01, -0.02], [-0.01, 0.00, -0.01], [-0.02, 0.00, 0.02], [0.02, 0.04, -0.02], [-0.01, 0.02, 0.01], [0.03, -0.03, 0.01], [0.05, -0.02, 0.07], [-0.01, 0.04, 0.01], [0.04, 0.02, 0.00], [0.01, -0.02, -0.01], [-0.03, -0.03, 0.02], [-0.04, 0.12, 0.04], [0.22, 0.37, 0.24], [-0.13, -0.37, -0.20], [-0.16, 0.20, 0.10], [0.45, 0.00, 0.15], [0.95, -0.74, -0.54], [-0.45, -0.09, 0.00], [0.42, -0.14, -0.05], [-0.06, 0.26, 0.26], [-0.53, -0.31, -0.02], [-0.13, -1.37, -0.40], [0.02, -0.02, 0.01], [-0.02, -0.10, 0.11], [0.17, 0.28, 0.07], [-0.11, -0.03, -0.05], [0.11, -0.05, -0.11], [-0.18, -0.08, 0.00], [-0.06, 0.04, 0.07], [0.05, 0.00, -0.03], [0.04, 0.01, 0.00], [-0.03, -0.02, 0.11], [0.24, -0.12, -0.31], [-0.36, -0.11, 0.28], [-0.02, 0.01, -0.05], [0.00, -0.04, 0.01], [0.03, 0.01, 0.00]], "mulliken_spin": [1.09, -0.01, 0.00, -0.10, 0.03, 0.00, 0.00, -0.01, 0.00, -0.02, 0.02, 0.01, 0.00, 0.04, -0.01, 0.01, -0.01, 0.03, -0.04, 0.01, 0.00, 0.00, 0.00, 0.00, 0.00, 0.00, 0.00, 0.00, 0.00, 0.00, 0.00, 0.00, 0.00, 0.00, 0.00, 0.00, 0.00, 0.00, 0.01, 0.00, 0.00, 0.00, -0.04, 0.02, 0.00, 0.00, 0.00, -0.02, 0.00, 0.00, 0.00, 0.00, 0.00, 0.01, 0.00, 0.00, 0.00, 0.00, 0.00, -0.04, 0.00, 0.00, 0.00], "e_above_lowest_kj_mol": 100.79, "charge": -1, "orbital_gap_ev": [6.816, 7.140], "homo_energy_ha": [-0.1920, -0.1909], "s_squared": 0.780, "spin_multiplicity": 2}

# 4
{"formula": "C26H16N2O6ReS4", "method": "ωB97M-V/def2-TZVPD", "elements": ["Re", "S", "C", "C", "C", "C", "C", "C", "N", "C", "C", "C", "C", "C", "C", "C", "C", "N", "C", "C", "C", "C", "C", "S", "C", "H", "H", "H", "H", "H", "H", "H", "H", "H", "H", "H", "H", "O", "S", "O", "O", "C", "C", "C", "C", "C", "C", "S", "O", "O", "O", "H", "H", "H", "H"], "xyz": [[-0.721, 1.010, 0.354], [-4.855, -2.961, 1.264], [-6.078, -4.123, 1.039], [-6.013, -4.705, -0.190], [-4.934, -4.213, -0.960], [-4.200, -3.262, -0.301], [-3.025, -2.553, -0.795], [-2.571, -1.399, -0.141], [-1.509, -0.705, -0.556], [-0.812, -1.136, -1.649], [-1.194, -2.262, -2.366], [-0.412, -2.636, -3.518], [0.661, -1.910, -3.901], [1.067, -0.744, -3.160], [2.150, 0.079, -3.499], [2.467, 1.202, -2.744], [1.677, 1.450, -1.605], [0.658, 0.674, -1.264], [0.334, -0.397, -2.031], [3.565, 2.100, -3.078], [4.019, 3.183, -2.365], [5.101, 3.838, -2.991], [5.449, 3.245, -4.169], [4.488, 1.885, -4.513], [-2.316, -2.971, -1.915], [-6.790, -4.311, 1.827], [-6.707, -5.458, -0.531], [-4.729, -4.547, -1.968], [-3.091, -1.012, 0.724], [-0.710, -3.513, -4.077], [1.233, -2.194, -4.774], [2.741, -0.172, -4.371], [1.883, 2.288, -0.955], [3.603, 3.515, -1.424], [5.595, 4.711, -2.594], [6.230, 3.536, -4.854], [-2.619, -3.865, -2.445], [0.068, 3.768, 2.063], [1.217, 2.888, 2.233], [0.860, 1.569, 1.266], [-1.392, 2.306, -0.393], [1.143, 2.067, 3.824], [1.916, 2.754, 4.741], [2.008, 2.331, 6.069], [1.346, 1.193, 6.479], [0.583, 0.474, 5.561], [0.475, 0.901, 4.245], [-0.615, -0.163, 3.344], [-0.089, -0.625, 2.025], [-1.567, 1.175, 2.849], [-2.135, 0.730, 1.611], [2.460, 3.639, 4.429], [2.609, 2.897, 6.767], [1.415, 0.851, 7.502], [0.063, -0.422, 5.880]], "atomic_forces_ev_per_a": [[0.81, -0.04, -0.19], [0.04, -0.06, 0.07], [-0.04, 0.06, -0.01], [0.05, -0.02, -0.01], [-0.02, -0.05, 0.00], [0.02, 0.06, -0.06], [-0.03, 0.00, -0.02], [-0.10, 0.06, 0.00], [0.12, -0.11, 0.03], [0.08, 0.06, 0.03], [-0.06, -0.09, -0.05], [0.01, 0.03, 0.01], [-0.02, 0.01, 0.04], [0.03, -0.02, -0.07], [0.00, -0.01, 0.00], [0.00, -0.03, 0.00], [0.10, -0.02, 0.05], [0.00, -0.32, 0.24], [-0.13, 0.07, 0.01], [-0.01, -0.06, 0.05], [0.01, 0.05, -0.01], [-0.05, 0.01, 0.00], [0.05, -0.04, 0.02], [-0.03, 0.05, -0.07], [0.03, 0.02, 0.01], [-0.01, 0.01, 0.00], [0.00, 0.00, 0.00], [0.00, 0.00, 0.00], [0.03, 0.00, 0.00], [0.00, 0.00, 0.00], [0.00, 0.00, 0.00], [0.00, 0.01, 0.00], [0.00, -0.01, 0.01], [0.00, 0.00, 0.00], [0.00, 0.00, 0.00], [0.01, -0.01, 0.01], [0.00, 0.00, 0.01], [0.31, -0.15, 0.27], [-0.70, 0.32, -0.48], [-0.40, 0.15, -0.37], [0.05, 0.13, 0.05], [0.02, -0.15, 0.16], [0.02, -0.01, 0.04], [-0.03, -0.04, -0.03], [0.00, 0.01, -0.02], [0.03, 0.03, 0.06], [-0.03, -0.13, -0.09], [0.02, 0.26, 0.15], [-0.09, 0.05, -0.29], [-0.10, -0.49, -0.03], [0.01, 0.41, 0.50], [-0.01, 0.00, -0.01], [0.00, 0.00, 0.00], [0.01, 0.01, 0.00], [0.00, 0.00, -0.01]], "mulliken_spin": [0.89, 0.00, 0.00, 0.00, 0.00, 0.00, 0.00, -0.01, -0.01, 0.01, 0.00, 0.00, 0.00, 0.00, 0.00, 0.00, -0.03, 0.01, 0.01, 0.00, 0.00, 0.00, 0.00, 0.00, 0.00, 0.00, 0.00, 0.00, -0.01, 0.00, 0.00, 0.00, 0.01, 0.00, 0.00, 0.00, 0.00, 0.00, 0.01, 0.10, -0.08, 0.02, 0.00, 0.00, 0.00, 0.00, 0.00, 0.00, 0.00, 0.07, -0.02, 0.00, 0.00, 0.00, 0.00], "e_above_lowest_kj_mol": 271.96, "charge": 2, "orbital_gap_ev": [5.174, 4.676], "homo_energy_ha": [-0.4900, -0.4901], "s_squared": 0.758, "spin_multiplicity": 2}